(1)
{
  "formula": "BrH3NO2P",
  "method": "wB97M-V/def2-TZVPD",
  "species": ["N", "O", "O", "P", "Br", "H", "H", "H"],
  "coordinates": [[-0.691, 0.310, 0.757], [-1.058, -1.580, -0.623], [1.531, 1.120, -0.325], [-1.891, -0.419, 0.061], [2.327, -0.343, -0.971], [0.921, 0.989, 0.526], [-0.980, 1.267, 0.919], [-0.158, -1.344, -0.344]],
  "forces_ev_per_a": [[-1.1, 0.8, 0.2], [-0.5, -1.0, -0.2], [-0.8, 1.3, 1.6], [0.6, 0.3, 0.0], [-0.3, -0.3, 0.4], [1.7, -1.0, -2.5], [-0.2, 0.3, 0.8], [0.7, -0.5, -0.4]],
  "lowdin_charge": [-0.318, -0.360, -0.759, 0.808, 0.677, 0.015, -0.024, -0.039],
  "orbital_gap_ev": 9.30,
  "homo_energy_ev": -9.65,
  "relative_energy_kcal_mol": 22.4,
  "lumo_ev": -0.353
}


(2)
{
  "formula": "C7H13NS2",
  "method": "wB97M-V/def2-TZVPD",
  "species": ["C", "C", "C", "C", "C", "C", "C", "N", "S", "S", "H", "H", "H", "H", "H", "H", "H", "H", "H", "H", "H", "H", "H"],
  "coordinates": [[-2.211, -0.108, 0.519], [1.044, 0.203, -1.797], [-1.091, -0.675, 0.969], [0.631, 0.455, -0.568], [-3.529, -0.422, 1.043], [1.308, 1.331, -2.743], [0.299, -0.497, 0.570], [2.655, 0.125, 1.898], [0.961, -2.205, 0.362], [1.083, 0.249, 2.189], [-2.151, 0.512, -0.411], [0.989, -0.769, -2.240], [-1.152, -1.145, 1.901], [0.680, 1.451, -0.204], [-4.258, -1.138, 0.653], [-4.175, 0.556, 1.255], [-3.470, -0.852, 2.011], [0.655, 1.203, -3.584], [1.164, 2.208, -2.245], [2.231, 1.416, -3.060], [3.131, 0.844, 1.338], [2.952, -0.803, 1.887], [2.254, -1.939, 0.259]],
  "forces_ev_per_a": [[1.2, -0.1, -2.6], [-0.5, 0.5, -0.3], [-1.2, 1.3, -0.2], [0.2, -1.2, 1.0], [-3.2, 2.3, 1.9], [-3.4, -2.4, 0.9], [1.7, 0.5, -0.2], [1.3, 1.9, -0.2], [-0.8, -0.1, -0.1], [-2.2, -0.1, -0.7], [-0.1, -0.5, 0.8], [0.3, -0.7, 0.1], [-0.3, -1.3, 1.3], [-0.2, 1.0, 0.1], [0.6, 0.2, -1.4], [1.3, -1.8, -0.7], [0.6, -0.3, 1.3], [-0.4, 0.3, -0.6], [-1.0, 2.6, 1.2], [4.9, -0.3, -1.9], [-0.3, -0.9, 0.3], [1.3, -1.3, -0.2], [0.4, 0.3, -0.1]],
  "lowdin_charge": [-0.149, -0.134, -0.276, -0.187, -0.129, -0.072, -0.921, -0.403, 0.771, 0.832, 0.123, 0.091, 0.072, 0.089, 0.076, 0.120, 0.051, 0.086, 0.047, 0.022, 0.064, -0.018, -0.156],
  "orbital_gap_ev": 9.14,
  "homo_energy_ev": -8.56,
  "relative_energy_kcal_mol": 17.7,
  "lumo_ev": 0.583
}


(3)
{
  "formula": "C5H12O2",
  "method": "wB97M-V/def2-TZVPD",
  "species": ["C", "C", "O", "C", "C", "O", "C", "H", "H", "H", "H", "H", "H", "H", "H", "H", "H", "H", "H"],
  "coordinates": [[1.858, 1.082, -0.228], [2.237, -0.396, -0.232], [1.215, -1.269, -0.674], [0.080, -1.312, 0.167], [-1.086, -0.533, -0.443], [-1.892, -0.038, 0.600], [-2.874, 0.845, 0.123], [1.048, 1.287, 0.479], [1.542, 1.406, -1.225], [2.724, 1.683, 0.069], [2.576, -0.697, 0.773], [3.072, -0.565, -0.918], [-0.188, -2.366, 0.306], [0.292, -0.886, 1.159], [-0.682, 0.298, -1.042], [-1.680, -1.170, -1.119], [-3.580, 0.342, -0.558], [-2.418, 1.689, -0.419], [-3.419, 1.228, 0.989]],
  "forces_ev_per_a": [[-0.1, -0.1, 0.0], [0.3, 0.1, 0.1], [0.0, 0.0, 0.0], [-0.2, 0.0, 0.1], [0.2, -0.1, -0.2], [0.0, 0.0, 0.1], [-0.2, 0.2, -0.1], [0.1, 0.0, -0.1], [0.0, 0.0, 0.1], [-0.1, -0.1, 0.0], [-0.1, 0.0, -0.1], [-0.1, 0.0, 0.1], [0.0, 0.2, 0.0], [0.0, -0.1, -0.2], [0.0, -0.1, 0.1], [0.1, 0.1, 0.1], [0.1, 0.1, 0.1], [-0.1, -0.1, 0.1], [0.0, -0.1, -0.1]],
  "lowdin_charge": [-0.082, -0.276, -0.153, -0.191, -0.217, -0.191, -0.122, 0.072, 0.078, 0.077, 0.119, 0.118, 0.127, 0.127, 0.114, 0.130, 0.090, 0.089, 0.089],
  "orbital_gap_ev": 10.78,
  "homo_energy_ev": -9.71,
  "relative_energy_kcal_mol": 39.3,
  "lumo_ev": 1.071
}